51
Properties=species:S:1:pos:R:3:forces:R:3:mulliken_spin:R:1 method="wB97M-V/def2-TZVPD" spin_multiplicity=4 s2=3.770 de_lowest_kcal_mol=166.3 energy_ha=-1925.9940 total_charge=+1
Re -0.850275 1.200324 0.355259 0.0 0.1 0.1 1.82
N -0.142132 3.796916 1.952622 -0.1 -0.1 0.0 0.01
C -0.122620 2.509599 1.844213 0.7 -0.6 1.0 -0.05
C 3.313586 -3.253203 2.718206 0.1 -0.2 0.0 0.66
N 3.449527 -2.369930 1.876987 0.7 -2.6 -0.6 0.14
C 3.819264 -2.640752 0.476652 0.0 0.1 0.2 0.10
C 2.650952 -3.261375 -0.294901 0.1 0.0 0.0 0.00
N 2.163417 -4.478002 0.323367 -0.1 0.0 0.0 0.02
H -0.603028 4.364776 1.252059 0.0 0.0 0.0 0.00
H 0.314200 4.287410 2.711717 0.0 0.0 0.0 0.00
H -0.770002 -1.287394 6.028031 0.0 0.0 0.0 0.00
H 0.456892 2.006709 2.691258 -0.7 0.7 -1.0 0.02
H -0.790029 -1.592099 5.352037 0.0 0.0 0.0 0.00
H 2.955709 -3.132030 3.741362 0.0 0.1 0.1 0.08
H 2.912881 -0.978753 2.010396 1.9 -3.0 -0.4 -0.06
H 4.691944 -3.292195 0.460049 0.0 0.0 0.0 -0.02
H 4.076744 -1.683605 0.017984 0.1 -0.1 0.0 -0.01
H 2.999581 -3.401787 -1.325946 -0.1 0.1 0.0 0.00
H 1.833518 -2.538198 -0.326771 0.0 0.0 0.0 -0.01
H 2.693106 -5.295208 0.051138 0.0 0.0 0.0 0.00
H 1.183841 -4.645063 0.128066 0.2 0.0 0.0 0.00
I -3.041950 2.809947 -0.206737 0.2 -0.1 0.0 0.00
C -2.968537 2.313236 -2.251924 0.0 0.0 0.0 0.00
C -3.880019 2.882435 -3.085548 0.0 0.0 0.0 0.00
C -3.855805 2.519676 -4.447780 0.0 0.0 0.0 0.00
C -2.937009 1.613963 -4.888679 0.0 0.0 0.0 0.00
C -1.992504 1.028730 -4.009520 0.0 0.0 0.0 0.00
C -1.042954 0.094660 -4.486369 0.0 0.0 0.0 0.00
C -0.129060 -0.451433 -3.637896 0.0 0.0 0.0 0.00
C -0.120775 -0.087370 -2.274981 0.0 0.0 0.0 -0.06
C -1.027925 0.801036 -1.740754 0.0 0.0 -0.1 0.06
C -1.984303 1.377328 -2.632040 0.0 0.0 0.1 0.02
H -4.611650 3.592763 -2.725035 0.0 0.0 0.0 0.00
H -4.571006 2.961551 -5.127154 0.0 0.0 0.0 0.00
H -2.914336 1.324978 -5.931791 0.0 0.0 0.0 0.00
H -1.055303 -0.168179 -5.536612 0.0 0.0 0.0 0.00
H 0.604144 -1.156971 -4.005619 0.0 0.0 0.0 0.00
H 0.643001 -0.512336 -1.639697 0.0 0.0 0.0 0.03
C -2.418021 0.282587 3.281529 0.1 0.0 0.1 0.01
C -1.938653 0.319962 1.885702 -0.1 0.0 0.0 -0.04
O -2.211816 -0.455189 0.985694 0.1 0.0 0.0 0.05
H -3.293269 0.937217 3.338243 0.0 0.0 0.0 0.00
H -1.655696 0.665129 3.960406 -0.1 0.0 0.0 0.00
H -2.714517 -0.726643 3.561668 0.0 0.0 0.0 0.00
Cl 1.525479 -0.308350 3.572179 -0.7 0.2 0.5 0.01
C 2.601989 -0.049710 2.213421 -2.1 5.2 0.3 0.07
C 1.983904 0.314093 0.898266 -0.9 0.6 -0.5 0.00
O 2.632917 0.710791 -0.029364 0.0 -0.1 0.3 0.02
O 0.641387 0.036908 0.770301 0.5 0.1 0.2 0.18
H 3.374780 0.662649 2.501377 0.0 -0.3 -0.2 0.00
H 0.120430 2.350398 -0.355075 0.0 0.0 0.1 -0.05

=====

59
Properties=species:S:1:pos:R:3:forces:R:3:mulliken_charge:R:1 method="wB97M-V/def2-TZVPD" spin_multiplicity=1 de_lowest_kcal_mol=0.0 smiles="C#C[C@@H](O[C@@H](CN)C(F)(F)C(F)F)[C@@H](I)CC.CCOC(=O)C(F)(F)F.CCOC(=O)C(F)(F)F" energy_ha=-2427.5437
C -2.240911 -1.558716 -5.983517 0.3 -0.3 0.0 0.13
C -1.752062 -1.462976 -4.893652 -0.1 0.1 0.0 -1.07
C -1.109320 -1.338531 -3.579023 -0.4 0.2 0.0 0.64
O -0.237383 -0.217886 -3.596337 0.1 -0.2 -0.2 -0.40
C 1.032465 -0.472377 -3.049330 0.2 0.2 0.2 -0.16
C 1.890577 -1.367439 -3.958689 0.0 -0.3 0.2 -0.84
N 3.334932 -1.193370 -3.732529 -0.3 -0.2 -0.1 -0.50
C 1.677661 0.902403 -2.760781 -0.4 0.1 0.2 1.06
F 2.200154 1.464491 -3.871535 -0.1 -0.2 0.1 -0.34
F 0.698652 1.744705 -2.317377 0.3 -0.2 -0.1 -0.29
C 2.763162 0.807890 -1.639341 0.5 0.1 -0.2 0.18
F 2.289853 1.364225 -0.494084 0.1 -0.1 -0.1 -0.28
F 3.886629 1.480955 -2.001936 -0.4 -0.1 0.2 -0.31
C -2.093976 -1.245953 -2.398481 -0.2 -0.7 -0.2 -0.61
I -3.681172 0.148914 -2.748704 0.2 0.1 0.0 0.04
C -2.679762 -2.625775 -2.080590 0.1 -0.3 0.3 -0.68
C -1.666313 -3.527341 -1.351058 0.2 0.2 -0.6 -1.16
H -2.573822 -1.753647 -6.976373 -0.2 0.2 0.1 0.54
H -0.563647 -2.277452 -3.439183 0.2 0.1 0.1 0.01
H 0.922668 -0.965962 -2.069190 0.0 0.1 0.1 0.24
H 1.611784 -1.164187 -4.992150 0.2 0.3 0.0 0.43
H 1.607961 -2.411130 -3.769637 -0.2 0.1 -0.1 0.32
H 3.829115 -1.510173 -4.558484 0.1 0.2 0.0 0.24
H 3.627101 -1.815384 -2.985926 0.1 0.0 -0.1 0.23
H 3.050365 -0.223959 -1.424572 -0.1 0.1 0.0 0.18
H -1.559973 -0.900973 -1.514622 0.0 0.3 -0.1 0.57
H -3.001663 -3.127044 -2.996822 -0.1 0.2 -0.1 0.40
H -3.565903 -2.523597 -1.454751 0.0 0.1 0.0 0.45
H -1.101961 -2.967013 -0.604204 -0.1 -0.1 0.2 0.27
H -0.939474 -3.932942 -2.062068 0.0 0.0 0.1 0.34
H -2.162356 -4.382880 -0.898276 0.0 0.1 0.2 0.39
C 3.790939 2.780106 2.348520 0.2 -0.2 0.0 -1.14
C 2.678013 2.239504 3.217298 -0.1 0.4 -0.2 -0.20
O 2.991598 0.911843 3.690973 0.0 -0.1 0.1 -0.30
C 3.762549 0.841382 4.764359 -0.1 0.2 -0.2 0.33
O 4.222582 1.751611 5.387557 0.0 -0.1 0.1 -0.51
C 3.970665 -0.635970 5.153368 0.1 -0.1 0.0 0.91
F 4.232179 -1.392374 4.080725 0.0 0.0 0.0 -0.25
F 2.862527 -1.111550 5.738555 0.0 0.0 0.0 -0.25
F 4.981297 -0.756861 6.008200 0.0 0.0 0.0 -0.24
H 3.995863 2.095004 1.526038 -0.1 0.0 0.0 0.26
H 3.504165 3.745067 1.932333 0.0 0.0 0.0 0.37
H 4.710765 2.908735 2.919015 0.0 0.1 0.0 0.39
H 1.759454 2.124706 2.646016 0.0 -0.1 0.0 0.31
H 2.473759 2.890074 4.066463 0.1 -0.1 0.1 0.33
C -4.291340 3.359901 2.773114 0.1 -0.1 -0.2 -1.10
C -4.393609 2.129278 3.646582 -0.1 0.3 0.2 -0.20
O -4.365974 0.926976 2.849129 0.1 -0.2 0.0 -0.33
C -3.166606 0.491300 2.495945 -0.1 0.2 0.1 0.26
O -2.109898 0.977184 2.770306 0.1 -0.1 -0.1 -0.53
C -3.310484 -0.804821 1.675962 0.0 -0.1 -0.1 1.02
F -4.283515 -0.707439 0.768625 0.0 0.0 0.1 -0.24
F -3.592264 -1.832797 2.489458 0.0 0.0 0.0 -0.29
F -2.171733 -1.081942 1.038257 0.0 0.0 0.0 -0.21
H -5.078465 3.358805 2.018867 0.0 0.0 0.0 0.30
H -4.391773 4.257600 3.382239 0.0 0.0 0.0 0.38
H -3.331062 3.397381 2.259594 0.0 0.0 0.1 0.31
H -5.347261 2.098274 4.168821 0.0 -0.1 -0.1 0.31
H -3.595752 2.092145 4.386901 0.1 -0.1 -0.1 0.32

=====

66
Properties=species:S:1:pos:R:3:forces:R:3:mulliken_spin:R:1 method="wB97M-V/def2-TZVPD" spin_multiplicity=3 s2=2.001 de_lowest_kcal_mol=53.4 energy_ha=-3900.4067 total_charge=+1
Pr 0.672076 -0.220964 0.091281 1.3 -5.5 3.7 1.99
C 3.893638 -0.554478 1.478968 -0.2 0.3 0.4 0.00
C 2.932306 0.041427 2.516902 0.3 0.0 -0.1 0.00
N 1.620870 -0.627909 2.459382 0.1 0.3 0.6 0.00
C 1.614431 -2.006105 2.975336 0.0 -0.2 -0.3 0.00
C 1.969645 -3.047489 1.890543 -0.2 0.4 0.2 0.00
N 1.373975 -2.699472 0.588425 -0.1 -0.5 -0.2 0.00
C 2.274245 -2.953341 -0.550037 0.2 0.0 0.0 0.00
C 3.517636 -2.031203 -0.475159 -0.2 -0.4 -0.1 0.00
N 3.207797 -0.758788 0.192849 0.6 0.3 -0.3 0.00
H 4.267429 -1.507972 1.853430 0.1 0.1 -0.1 0.00
H 4.753299 0.112177 1.366132 0.0 -0.1 0.1 0.00
H 2.774959 1.098922 2.288489 0.0 -0.1 0.2 0.00
H 3.388453 -0.043127 3.513694 -0.1 0.1 -0.1 0.00
H 0.963080 -0.075961 3.012806 0.2 -0.2 0.0 0.00
H 0.607184 -2.213584 3.336493 0.1 0.1 0.1 0.00
H 2.318228 -2.111243 3.811410 -0.1 0.0 0.0 0.00
H 1.636862 -4.034340 2.228240 0.1 0.0 0.0 0.00
H 3.047261 -3.101530 1.766456 0.0 -0.1 0.0 0.00
H 0.524374 -3.245912 0.452473 0.2 0.1 0.0 0.00
H 1.711746 -2.741230 -1.469304 0.1 -0.2 0.2 0.00
H 2.612427 -4.000539 -0.575977 -0.1 0.2 -0.2 0.00
H 3.874115 -1.854931 -1.491619 0.0 0.0 0.1 0.00
H 4.321408 -2.544549 0.062547 -0.1 0.1 -0.1 0.00
H 3.446155 0.016236 -0.423301 0.2 -0.2 0.0 0.00
F 3.743091 0.303181 -2.800359 0.0 0.1 0.0 0.00
C 2.829460 0.717825 -3.709777 0.5 -0.4 0.1 0.00
F 2.708600 -0.266539 -4.600641 -0.5 0.2 0.3 0.00
F 3.320722 1.781505 -4.319805 -0.5 0.0 0.2 0.00
S 1.223368 1.005929 -2.760435 2.6 0.6 -2.8 0.00
O 1.250127 -0.216868 -1.949909 0.6 -0.6 -2.2 0.00
O 0.218270 1.124433 -3.745615 -0.4 0.2 0.0 0.00
N 1.799827 2.229280 -1.967336 -0.8 0.1 -0.1 0.00
S 1.343894 2.801114 -0.580842 2.8 2.4 0.1 0.00
O 1.313211 1.771532 0.466722 0.4 2.1 0.9 0.01
O 0.463499 3.901163 -0.467533 -0.4 0.0 -0.2 0.00
C 3.067504 3.437529 -0.147931 0.6 -0.3 0.4 0.00
F 3.084210 4.007848 1.058216 -0.5 0.0 -0.3 0.00
F 3.661354 4.247140 -1.005433 -0.6 -0.1 -0.1 0.00
F 3.826625 2.317245 -0.044318 0.2 0.1 -0.1 0.00
N -7.042570 2.805078 -1.503283 -0.2 0.1 0.0 0.00
C -5.779508 2.321489 -1.432837 0.3 -0.2 0.1 0.00
C -5.506138 0.986211 -1.782064 0.1 0.0 0.0 0.00
C -4.235683 0.466497 -1.653826 0.0 0.0 -0.1 0.00
C -3.225156 1.288117 -1.182415 0.8 0.0 -0.1 0.00
C -3.462896 2.614281 -0.846663 0.0 0.0 -0.1 0.00
C -4.727531 3.135002 -0.975759 0.1 -0.2 0.0 0.00
S -1.603637 0.743360 -0.811520 -2.8 0.6 -0.1 0.00
O -1.323993 -0.643331 -1.227890 -1.1 0.2 -0.9 0.00
O -0.607461 1.679305 -1.337891 -1.3 -0.4 0.5 0.00
N -1.351104 0.698045 0.785018 -0.8 1.8 -0.9 0.01
C -2.006893 -0.389478 1.265687 -0.9 -1.8 1.1 0.00
N -1.214575 -1.419745 1.656470 -0.6 0.7 -0.1 0.00
C -1.843441 -2.523504 2.060353 0.0 0.0 0.1 0.00
C -3.219336 -2.646840 2.077107 0.2 0.1 -0.1 0.00
C -3.931592 -1.538533 1.634604 0.1 -0.3 0.1 0.00
N -3.337140 -0.431817 1.240250 0.1 0.5 0.1 0.00
H -7.756868 2.271075 -1.966939 0.0 0.1 0.0 0.00
H -7.205267 3.788042 -1.369958 -0.1 -0.1 -0.1 0.00
H -6.312462 0.361094 -2.138126 0.0 -0.1 -0.1 0.00
H -4.015248 -0.554173 -1.924559 -0.1 -0.1 0.0 0.00
H -2.630353 3.206346 -0.503389 0.0 0.3 0.1 0.00
H -4.919404 4.162266 -0.712161 0.0 0.2 0.0 0.00
H -1.203256 -3.341522 2.368752 0.0 -0.1 0.1 0.00
H -3.704750 -3.557838 2.381901 0.0 -0.1 0.1 0.00
H -5.011097 -1.535837 1.573677 -0.1 -0.1 0.1 0.00

=====

50
Properties=species:S:1:pos:R:3:forces:R:3:mulliken_charge:R:1 method="wB97M-V/def2-TZVPD" spin_multiplicity=1 energy_ha=-1551.5147 total_charge=+2
C -2.262359 3.135784 -0.683389 -0.1 -0.1 0.3 -1.14
C -2.990065 1.856092 -0.329641 0.3 0.0 -0.1 -0.36
O -2.420134 1.260318 0.886057 0.2 0.0 -0.1 0.02
P -3.467749 1.109426 2.083726 -0.2 0.1 0.1 0.71
O -4.226205 2.319342 2.381192 0.1 -0.1 -0.1 -0.72
C -2.431177 0.596414 3.493339 0.2 0.1 -0.2 -0.70
C -0.995036 1.108632 3.588925 -0.3 0.0 0.2 -1.03
N -0.089807 0.714403 2.474646 -0.2 0.0 0.1 0.23
C 0.537691 1.652699 1.766776 0.0 0.2 0.0 -0.40
C 1.383849 1.317105 0.739823 0.2 0.1 -0.2 -0.56
C 1.585476 -0.015289 0.419392 0.0 -0.1 0.0 0.99
C 2.480004 -0.419452 -0.692032 0.1 -0.1 0.0 0.80
C 2.574233 0.337172 -1.856132 -0.1 0.1 0.0 -0.73
C 3.393223 -0.073326 -2.874659 0.1 0.0 0.0 -0.32
N 4.120637 -1.198390 -2.764308 0.1 -0.1 0.1 -0.01
C 4.951975 -1.637999 -3.908464 -0.3 0.1 0.0 -0.53
C 4.022750 -1.989139 -5.062776 -0.4 -0.4 -0.4 0.62
O 3.054761 -2.662757 -4.950167 0.6 0.6 -0.1 -0.40
F 4.440028 -1.450516 -6.212938 -0.2 -0.3 0.5 -0.20
C 4.059025 -1.941300 -1.649689 0.0 -0.1 -0.1 -0.25
C 3.248412 -1.575569 -0.605033 -0.1 0.1 0.1 -0.71
C 0.917717 -0.971973 1.175693 0.0 -0.1 -0.1 -0.88
C 0.089528 -0.579617 2.193348 -0.1 -0.1 0.0 -0.37
O -4.381975 -0.121886 1.708432 0.1 0.0 0.1 -0.42
C -3.923333 -1.471173 1.513158 -0.2 -0.2 -0.1 -0.15
C -3.330220 -1.745062 0.135268 0.0 -0.1 0.0 -0.70
H -1.235417 3.072490 -0.338772 0.3 0.0 -0.1 0.14
H -2.269954 3.290690 -1.755898 0.0 0.1 -0.2 0.40
H -2.714740 3.989663 -0.191353 -0.1 0.1 0.0 0.33
H -2.880460 1.111369 -1.110779 0.0 -0.1 -0.1 0.27
H -4.044210 2.044947 -0.162278 -0.2 0.0 -0.1 0.46
H -2.480267 -0.467732 3.697326 0.0 -0.2 -0.1 0.58
H -2.960688 1.078066 4.312406 -0.1 0.0 0.2 0.49
H -0.537230 0.713182 4.490173 0.1 0.0 0.2 0.36
H -0.970448 2.189337 3.652577 0.0 0.2 -0.1 0.40
H 0.357569 2.677570 2.040857 -0.1 0.1 0.1 0.37
H 1.898111 2.107258 0.217790 0.0 0.1 -0.1 0.62
H 1.990221 1.231878 -1.997543 -0.1 0.1 0.0 0.54
H 3.483362 0.472601 -3.799686 0.0 0.1 -0.1 0.49
H 5.667076 -0.864755 -4.158558 0.1 0.1 0.0 0.39
H 5.459444 -2.549037 -3.615108 0.2 -0.1 0.0 0.27
H 4.663526 -2.831305 -1.610847 0.1 -0.1 -0.1 0.39
H 3.247153 -2.188311 0.280130 0.0 -0.1 0.1 0.54
H 1.013130 -2.025519 0.975780 0.0 -0.2 -0.1 0.55
H -0.438859 -1.298545 2.796176 -0.1 0.0 0.1 0.47
H -4.805161 -2.080530 1.662136 -0.2 0.0 0.1 0.47
H -3.231066 -1.747771 2.304116 0.1 0.1 0.1 0.09
H -3.947833 -2.447776 -0.412157 -0.1 -0.1 -0.1 0.36
H -3.263778 -0.843408 -0.459429 0.0 0.1 0.0 -0.01
H -2.340727 -2.188304 0.212395 0.2 0.0 0.0 0.24